63
Properties=species:S:1:pos:R:3:lowdin_spin:R:1 method="wB97M-V/def2-TZVPD" lumo_ev="-3.13 / -3.28" s2=2.0083 e_tot_ev=-158693.5946 charge=+1 homo_energy_ev="-9.7 / -10.6" orbital_gap_ha="0.241 / 0.269" spin_multiplicity=3
I 1.078 3.153 -0.777 0.002
C 0.764 -1.939 -3.098 0.001
H -1.870 3.681 4.794 0.001
C 1.819 1.589 2.937 0.056
H -3.261 2.612 2.982 0.000
H -0.923 0.135 -4.441 0.000
H 0.601 3.111 4.799 0.000
N 0.282 -1.564 1.819 0.006
Ti 0.739 0.280 0.575 1.634
C 0.740 3.086 -5.041 0.000
Br -2.369 3.488 -1.599 0.002
H -4.084 -1.299 -0.132 0.000
C -0.278 -1.200 4.204 0.001
H 1.108 -0.908 -3.318 0.000
C -1.606 0.031 -3.628 0.002
C -0.608 3.225 -5.296 0.000
H 1.623 -2.523 -2.800 0.000
H 0.972 -2.549 0.105 0.003
N 0.551 -2.683 1.037 0.010
N -0.320 1.420 1.960 0.031
H 1.434 3.089 -5.918 0.000
H 5.343 -1.017 -0.086 0.000
H -0.223 -4.190 3.794 0.000
C 0.422 1.936 2.975 0.024
S 2.701 -0.720 -0.517 0.015
H -2.074 -0.953 -3.502 0.000
C -0.091 2.738 4.023 0.002
C -3.053 -1.610 0.030 0.002
H -0.930 -1.681 4.933 0.000
C -2.227 2.423 3.052 0.004
C -1.108 3.196 -2.957 0.000
C -1.514 3.247 -4.278 0.000
H -0.946 3.411 -6.322 0.000
N 2.145 0.802 1.978 0.015
H -0.915 -0.349 4.061 0.000
C 0.376 -5.131 0.994 0.000
C 0.358 -3.831 1.734 0.004
C 0.237 3.026 -2.707 0.005
C 1.152 2.911 -3.754 0.000
H 2.159 2.688 -3.478 0.000
C 3.741 -0.285 0.844 0.006
C -1.450 3.027 4.050 0.020
H -2.579 3.404 -4.459 0.000
H -2.703 -1.153 0.970 0.002
H 5.677 -0.295 1.486 0.000
O -0.284 -2.034 -2.160 0.008
O -2.372 -1.154 -1.153 0.009
C -1.674 1.643 2.065 0.030
H 0.309 -4.948 -0.074 0.000
H -3.048 -2.745 0.090 0.000
P -0.802 -0.684 -1.315 0.068
H 0.649 -0.839 4.643 0.000
H 0.440 -2.228 -4.145 0.000
H 2.549 1.976 3.676 0.002
H -2.460 0.662 -3.835 0.000
N 5.022 -0.637 0.774 -0.006
H -2.267 1.169 1.301 0.006
N 3.361 0.349 1.952 0.011
C -0.055 -2.069 3.039 0.003
H -0.561 -5.633 1.273 0.000
H 1.292 -5.648 1.273 0.000
O -0.957 0.438 -2.419 0.016
C -0.036 -3.447 2.987 0.002